Entry from the Open Molecules 2025 dataset: 2 unconnected molecules or ions with the total composition C5H7N2O4 (ωB97M-V with the def2-TZVPD basis set).

Molecular weight: 159.1 g mol⁻¹
Kohn-Sham gap: 5.97 eV
Energy above the lowest of the compared OMol25 structures with the same formula, charge and spin: 29.7 kcal per mole

```
! RIJCOSX wB97M-V def2-TZVPD def2/J DEFGRID3
* xyz -1 1
C 0.07222 -0.16484 0.63288
C 0.36851 -0.66276 1.85369
C -0.25353 -2.47674 0.69387
C -0.56022 1.17407 -2.29687
C -0.08772 2.02392 -1.14972
N -0.30594 -1.35245 -0.05935
N 0.18858 -2.05725 1.91490
O 0.80351 -0.03056 3.03129
O -0.53973 -3.63367 0.35755
O 1.26731 2.07044 -1.08266
O -0.78514 2.76538 -0.48999
H -0.84899 1.82451 -3.12336
H -1.42895 0.60534 -1.98300
H 0.23980 0.51245 -2.60773
H -0.60450 -1.37278 -1.01960
H 0.30937 -2.64466 2.72093
H 1.51528 2.51436 -0.26147
H 0.65014 0.90524 2.86862
*
```